This record from the Open Molecules 2025 dataset describes a single C5H11NO molecule at a distorted geometry. The level of theory is ωB97M-V/def2-TZVPD.

XYZ file:
```
18
Properties=species:S:1:pos:R:3:forces:R:3:mulliken_charge:R:1
C 0.5452 -2.4239 1.3911 -0.2 0.0 -0.1 -0.86
C 0.5147 -1.0962 1.3448 -0.8 1.0 -1.4 0.06
N -0.0850 -0.2682 0.3148 0.8 -1.8 1.9 0.14
C -0.6736 -0.9320 -0.8247 0.0 -0.1 0.2 -1.16
C 0.5870 0.9586 0.0528 -1.4 1.7 -0.6 -0.44
C -0.4690 2.0966 -0.3485 1.4 -0.7 0.7 -0.71
O -0.8525 2.0749 -1.6987 0.0 0.0 -0.6 -0.50
H 0.1646 -3.0511 0.6038 -0.1 0.0 -0.2 0.28
H 0.9209 -2.9316 2.2629 0.1 0.0 0.1 0.24
H 0.9168 -0.5184 2.1686 0.0 0.1 -0.1 0.21
H -1.3901 -1.6718 -0.4710 0.0 -0.1 0.0 0.35
H 0.0762 -1.4433 -1.4428 0.0 0.0 -0.1 0.37
H -1.1997 -0.1991 -1.4322 0.0 -0.1 0.0 0.37
H 1.3204 0.8704 -0.7667 0.1 0.1 0.1 0.25
H 1.1000 1.3006 0.9530 0.0 -0.1 0.0 0.41
H -1.3820 1.9587 0.2315 0.1 0.0 0.1 0.32
H -0.0206 3.0647 -0.0891 -0.1 0.0 0.0 0.35
H -0.0732 2.2112 -2.2497 -0.1 0.0 0.1 0.33
```
Forces are in eV/Å.

The calculation puts the LUMO energy at 0.9 eV. For the HOMO energy, the calculation gives -8.030 eV. The SMILES is C=CN(C)CCO. The value obtained for the HOMO-LUMO gap is 8.96 eV. Its molar mass is 101.15 g mol⁻¹. The calculation puts the total energy at -8899.66100 eV.

This record from the Open Molecules 2025 dataset describes a single CH2BrF2P molecule at a distorted geometry. The level of theory is ωB97M-V/def2-TZVPD.

XYZ file:
```
7
Properties=species:S:1:pos:R:3:forces:R:3:mulliken_charge:R:1
F -0.9669 1.0973 1.0023 1.0 -0.3 -0.1 -0.23
C 0.1453 0.3339 0.5882 0.6 3.5 -0.9 0.25
F 0.8668 0.0461 1.7012 -0.3 -0.2 -0.6 -0.21
P -0.6164 -1.0478 -0.3184 1.5 -2.1 0.3 0.01
Br -0.9468 0.0753 -2.1255 -0.3 0.5 -1.0 -0.11
H 0.7695 1.0411 -0.1803 -1.2 -1.6 2.1 0.21
H 0.7484 -1.5459 -0.6675 -1.3 0.2 0.2 0.08
```
Forces are in eV/Å.

The calculation puts the LUMO energy at 0.2 eV. For the HOMO energy, the calculation gives -10.146 eV. The SMILES is FC(F)PBr. The value obtained for the HOMO-LUMO gap is 10.37 eV. Its molar mass is 162.90 g mol⁻¹. The calculation puts the total energy at -85835.22107 eV.

This record from the Open Molecules 2025 dataset describes a molecular structure, C5H12N3 at a distorted geometry. The level of theory is ωB97M-V/def2-TZVPD.

XYZ file:
```
20
Properties=species:S:1:pos:R:3:forces:R:3:mulliken_charge:R:1
C -1.0809 1.2666 -1.4370 -2.3 3.3 0.2 0.47
C 0.5824 -1.2813 -0.0544 3.5 0.3 1.1 -0.16
C 0.5918 -0.5700 1.1195 0.4 -1.8 -1.2 -0.16
C 1.8905 -1.3021 -0.9650 -1.2 -1.1 1.9 -1.14
C -0.4543 -0.7660 2.1596 0.3 5.1 -0.8 -1.07
N -1.5104 2.3190 -1.1159 1.7 -0.9 -0.6 0.30
N -1.0143 0.0374 -1.6164 1.4 -0.6 3.9 -0.36
N -1.6310 3.5838 -0.7943 -0.4 -1.1 0.6 -0.62
H -0.1100 -2.1083 -0.2045 -0.1 0.1 0.1 0.42
H 1.5249 -0.0040 1.3574 -1.1 0.0 -0.3 0.38
H 2.7141 -0.6565 -0.7015 -0.4 1.0 0.2 0.36
H 1.5925 -1.2034 -1.9710 0.0 0.2 -1.3 0.33
H 2.3944 -2.2620 -0.8281 -0.5 -0.3 -0.2 0.36
H 0.1374 -0.8871 3.0251 0.1 -0.3 1.5 0.40
H -1.0940 -1.5683 1.9469 -1.1 -0.8 -0.1 0.33
H -0.9703 0.3700 2.2677 0.8 -3.3 0.0 0.25
H -0.3669 -0.4444 -0.7134 -1.0 0.5 -1.3 0.15
H -0.9925 -0.4042 -2.4547 0.1 -1.3 -3.2 0.26
H -2.5705 3.8251 -0.8359 -1.7 0.9 0.1 0.26
H -0.9746 4.3125 -0.8906 1.4 0.1 -0.6 0.24
```
Forces are in eV/Å.

The calculation puts the LUMO energy at -3.4 eV. For the HOMO energy, the calculation gives -13.274 eV. The value obtained for the HOMO-LUMO gap is 9.91 eV. Its molar mass is 114.17 g mol⁻¹. The calculation puts the total energy at -9838.85928 eV. The total charge is +1.

This record from the Open Molecules 2025 dataset describes a single C4H7N3 molecule at a distorted geometry. The level of theory is ωB97M-V/def2-TZVPD.

XYZ file:
```
14
Properties=species:S:1:pos:R:3:forces:R:3:mulliken_charge:R:1
H -1.6059 1.4725 -0.6596 -0.9 -0.7 -0.4 0.28
N -0.8589 1.9502 -0.2112 1.7 -0.3 1.1 -0.65
C 0.0620 1.1519 0.2052 -0.5 3.4 -0.6 0.00
N 0.1491 -0.1912 0.0952 0.1 -1.6 0.2 0.03
C -0.9604 -1.0404 -0.1559 0.2 -0.2 -0.5 0.01
C -2.2474 -0.8616 0.1511 1.1 -1.0 -0.4 -0.90
C 1.4359 -0.7688 0.0423 0.5 -1.5 -0.2 0.19
N 2.5769 -0.2280 -0.0690 -0.7 -0.5 0.4 -0.62
H 2.4943 0.7704 -0.0709 0.2 0.8 -0.2 0.20
H 0.9707 1.6502 0.6159 -0.8 -0.6 0.0 0.31
H -0.6205 -1.9059 -0.7236 -0.4 0.0 0.1 0.24
H -2.5349 -0.0640 0.7890 -0.6 0.6 0.2 0.38
H -2.9418 -1.6366 -0.1843 0.1 0.5 0.3 0.23
H 1.4280 -1.8902 0.0716 -0.3 1.0 0.0 0.29
```
Forces are in eV/Å.

The calculation puts the LUMO energy at 0.8 eV. For the HOMO energy, the calculation gives -9.130 eV. The SMILES is [H]/N=C\N(C=C)/C=N\[H]. The value obtained for the HOMO-LUMO gap is 9.95 eV. Its molar mass is 97.12 g mol⁻¹. The calculation puts the total energy at -8730.15095 eV.